C4H6N4S | ωB97M-V with the def2-TZVPD basis set

SMILES: C=CCC1(S)N=NN=N1
Energy relative to the best compared isomer or geometry (same formula, charge and spin): 91.7 kcal/mol
HOMO-LUMO gap: 9.0 eV

CARTESIAN COORDINATES (ANGSTROEM)
C (-1.13, -1.08, -1.80)
C (-0.73, -0.92, -0.54)
C (-0.73, 0.28, 0.23)
C (0.71, 0.65, 0.60)
S (1.83, 0.65, -0.91)
N (0.86, 1.82, 1.40)
N (1.19, 1.49, 2.50)
N (1.42, 0.09, 2.60)
N (1.13, -0.40, 1.50)
H (-1.12, -2.01, -2.25)
H (-1.37, -0.15, -2.47)
H (-0.33, -1.77, -0.06)
H (-1.37, 1.06, -0.34)
H (-1.24, 0.34, 1.24)
H (0.88, -0.04, -1.70)